Record 1
# C33H82BN4NaO3

C33H82BN4NaO3 as an isolated structure at a distorted geometry (wB97M-V/def2-TZVPD, the OMol25 dataset).

Calculated values
Calculated total energy   -52745.1284 eV
Kohn-Sham gap   7.73 eV
HOMO level   -7.95 eV

Structure (ORCA input):
```
! wB97M-V def2-TZVPD RIJCOSX def2/J DEFGRID3
* xyz 0 1
H -3.82271 -1.90475 -3.02954
H -5.06901 2.29142 -0.53912
H -1.37377 -3.70484 0.07305
H 0.87425 -1.67429 -4.20107
H -0.56623 -3.00931 -1.31957
H -8.45874 4.31854 -2.61598
C 3.45525 -5.54839 -2.18605
H -0.23908 0.66366 -1.30648
H -2.56884 2.27350 -0.91652
H -1.37009 1.98288 -4.35250
C -0.40953 0.06489 -4.29825
C -4.41022 1.18135 -4.35290
H 3.73446 0.24240 5.36517
C -0.08604 4.66820 0.11691
C 2.44093 -3.04791 -1.14397
H -1.08520 4.42314 -0.24509
H 1.46778 -0.22981 -3.39493
C 2.18456 -6.41940 -2.07866
H 3.35462 1.72525 4.50019
B 0.22311 0.70511 -0.26172
H -3.27374 2.96189 2.99936
H 1.98194 -6.96904 -2.99297
H 1.38322 -5.72853 -1.80634
C 1.89790 4.42526 -1.56400
C -1.46028 -2.93916 -0.69607
H 0.90797 2.83985 4.40820
H -8.12942 3.11543 -3.79349
H 1.22267 0.21609 4.83257
C 4.12553 0.96846 4.65266
H 1.13591 -2.74016 3.43525
C 3.74763 -0.48432 1.22079
H 5.19174 -4.79089 1.69498
C -7.63144 3.78008 -3.08844
H -7.34750 2.24268 -1.61524
C 2.90405 -1.50317 3.24269
C -2.73662 -2.90290 -1.50057
H 3.23553 -2.58136 -1.72618
H 2.54151 5.07486 -2.15037
C -5.71859 1.49871 -3.65071
N -5.53161 2.50396 -2.60025
H -0.34055 1.52518 0.27668
C 4.50976 0.32492 3.32927
C 5.61786 -5.37024 0.87583
C 0.57792 -0.83740 -3.57002
H 3.68203 -2.26295 3.12088
H 2.41130 3.90481 -0.75618
H 0.16165 -1.20805 -2.63537
H -2.84699 2.68250 -2.62264
H 0.71042 -1.18572 2.83732
C -2.78894 -2.02510 -2.71448
H -1.26694 2.54998 1.72180
H 2.79988 -0.81480 0.78370
H 0.10473 0.46068 6.16525
H -0.18314 5.42569 0.89583
H -0.25943 1.84503 -3.04341
C -0.39470 1.57301 -4.09242
H 5.25908 -0.46500 3.46367
H 3.36971 1.53172 0.44195
H 2.23666 -4.80391 0.16867
H -2.26874 -1.07244 -2.59907
C -1.55970 0.63862 3.83049
H -2.37970 3.30239 4.47310
H -0.50124 2.69823 5.39394
H 0.37706 2.07425 -4.67691
H -6.15522 0.56012 -3.27589
O -3.69042 -3.55534 -1.15398
H -2.89965 -0.73394 2.81980
H 5.07534 1.15280 0.60409
H -1.34255 -1.98510 -0.17314
H 6.30350 -4.72920 0.32068
H 0.38560 3.78105 0.53442
C -6.75584 3.05995 -2.05956
H 3.31635 -4.71704 -2.88355
C -2.38300 3.45180 3.39389
N -0.57902 1.68645 3.49503
H -3.73274 0.65456 -3.67966
O 0.44446 6.28411 -1.58972
H 1.57575 1.35855 6.13295
H -6.57445 3.73890 -1.22592
C -1.11198 2.84356 2.75783
C 1.49714 -1.94305 2.78517
H -7.12041 4.59081 -3.61065
C 4.61100 -6.00783 -0.12041
H -2.81077 0.79041 2.02687
C 4.10035 0.72858 0.36002
H 0.11432 -0.27823 0.28478
H -4.54390 0.53817 -5.22328
H 4.11290 0.34460 -0.65905
C -4.62290 2.06680 -1.50834
H -1.42825 -0.29388 1.91697
Na 1.24318 1.10759 1.86364
H 2.25902 -7.07861 -1.21236
H -2.21387 -2.45856 -3.53838
C 0.78802 0.97217 5.48602
C 3.00326 -4.13961 -0.25178
H -1.03596 -0.18956 4.30833
N 3.98641 -4.98349 -0.93647
C 0.70964 5.23210 -1.03956
C -3.26134 2.74755 -1.62089
H -3.90616 2.08503 -4.69692
H 1.97989 -2.25600 -0.55245
H 2.81036 -1.31582 4.31305
H 5.00162 1.07839 2.71500
H 1.49376 -2.24628 1.73748
H -3.28129 3.78157 -1.26964
H 4.46606 -1.30705 1.15334
H -2.27364 1.02158 4.56808
H 1.30508 1.01621 -0.35951
H 3.84557 -6.59396 0.40667
H 1.46045 3.66859 -2.22116
H -4.46527 0.98535 -1.55727
O -1.15648 -0.40237 -5.13361
H 3.50279 -3.64601 0.58538
C -2.20537 0.07471 2.58636
C 0.13698 2.12569 4.71073
H -2.45391 4.51868 3.18651
H 6.23417 -6.13995 1.34557
H -6.47607 1.85400 -4.34970
N 3.33161 -0.23262 2.62254
H 1.65042 -3.45038 -1.77765
H 4.22307 -6.07884 -2.75677
H 4.93546 1.47793 5.17691
H 5.17100 -6.71478 -0.73053
H -0.34394 3.61834 2.78691
*
```

---

Record 2
# C33H83B3FN2O13PS10

A 10-piece molecular cluster, C33H83B3FN2O13PS10 overall at a distorted geometry (wB97M-V/def2-TZVPD, the OMol25 dataset).

Calculated values
Calculated total energy   -187551.9334 eV
Kohn-Sham gap   7.61 eV
HOMO level   -7.23 eV

Structure (ORCA input):
```
! wB97M-V def2-TZVPD RIJCOSX def2/J DEFGRID3
* xyz 0 1
S -10.32794 -3.11263 -2.56704
O -0.33089 -1.84866 -0.63780
H 10.12399 5.36561 1.61006
S 4.28460 3.78415 5.03458
C 3.48641 5.03800 6.04418
H 2.85575 -3.11997 3.62374
H -12.21733 -2.27373 -3.71442
H 1.77138 1.09387 3.21126
H -0.01057 -3.50876 -3.94063
H -8.10206 -0.52588 0.34060
H 5.89579 -3.81129 1.33399
C 1.43129 -6.55738 1.59253
H -0.61335 3.24480 2.37182
H 7.87814 -6.44817 3.22904
H -2.77741 -2.58307 1.06054
C 3.25458 5.71281 -2.74802
C -0.20657 1.30515 -0.32927
C -2.49941 4.39543 -7.07755
O -4.12730 5.79219 -5.53237
H 1.26002 -6.65498 0.52110
H -4.77042 4.52594 -8.79897
O 2.45432 3.70084 -1.23229
C -8.78865 -3.51303 -3.39623
H 3.24319 5.90071 5.42372
C 0.76680 0.94074 -1.44696
O -6.39707 -2.57406 -0.57362
P 2.81408 -4.02832 1.36895
H 2.02107 -2.06654 2.49254
H 0.96166 -6.10755 -6.62751
H 11.92605 4.68762 3.35632
N -1.55715 -2.14984 5.29096
H 0.59306 -6.00680 2.01824
C -2.16798 -1.15011 5.81731
H 2.23240 -0.05073 -0.16538
H -1.90908 4.02950 -6.24013
C 8.22612 -5.48316 3.59741
O 0.11981 -4.05924 0.08334
H 0.19512 0.71178 -2.34945
H -5.80374 4.50909 -0.54141
C -3.07574 -3.60975 0.84151
H 10.93244 3.24148 3.73225
C -7.41198 -0.82438 1.13032
C 6.71709 -4.45080 1.65493
H -8.95640 -4.34042 -4.08609
B 1.45283 -3.65896 0.04048
N -0.25976 -1.71681 5.05431
H -2.50615 3.65087 -7.87332
C 3.40383 5.86802 -0.07843
H 4.40027 5.44482 -0.20511
H 1.11566 2.51319 4.04341
C 2.74393 -5.81340 1.84719
H -8.41428 -4.28643 0.60589
H -4.37567 5.42278 -2.52254
O 3.40247 3.56771 3.85284
C -1.93959 -3.66441 -1.46744
C -4.83042 5.29708 -8.03114
H -2.40123 -4.32296 1.31647
B 1.00908 -1.63860 -0.93432
H 7.63985 -4.14934 1.15772
O 1.78011 -2.81777 -1.01407
H 0.73684 3.04147 0.50419
C 0.95238 1.46176 3.82125
C -11.23368 -2.61126 -4.03331
H -8.42506 -2.63290 -3.92577
O -1.39079 -0.06722 5.96660
S 1.15438 0.60182 5.44198
B -0.68534 -3.19002 -0.62678
H -4.26307 6.18000 -8.32473
H 6.26036 5.09639 5.33789
H -4.03608 -3.27533 -1.05381
C 2.13102 -3.10659 2.81325
H -0.46104 -5.02076 -4.75035
H -6.52529 -0.19349 1.11374
H 3.00956 5.59201 0.89811
S -6.87868 -2.51261 0.83460
H 8.38860 5.47156 1.99209
C -0.19774 -0.49264 5.45266
H -2.13410 -2.90193 -2.22747
C 1.67941 -0.24424 -1.09271
H 5.25110 5.68500 3.97355
H 4.15239 5.32335 6.85833
C 11.17425 4.26376 4.02191
O 5.69939 -4.85653 4.06304
S 2.30544 5.17460 -1.31968
C -0.60470 2.22516 1.97996
H -0.71277 0.42352 0.07133
H -4.54663 3.82260 -3.30334
H 4.26313 5.30436 -2.68591
H -0.51992 0.22688 2.83073
C 0.04587 -4.06449 -4.87344
S 9.68696 5.26748 3.95883
O -3.17657 2.26032 -1.39889
H 3.42626 6.95369 -0.17788
S -3.64725 3.63727 -1.09964
H 3.27867 6.80225 -2.77880
H 0.94871 -4.52624 -7.47474
S 6.90856 -4.27048 3.42822
O -10.08022 -1.87546 -1.77528
H 9.09926 -5.14842 3.03737
H -3.51898 -4.92026 -0.80356
H 6.47915 -5.48882 1.42030
H -0.40457 -3.48589 -5.68038
H 1.30484 1.51771 1.20842
C 1.50689 -5.18054 -6.80517
H -2.09267 5.34102 -7.43565
H 2.44916 -0.36557 -1.86212
H 3.03258 -5.84222 2.90025
H -11.33630 -3.46509 -4.70276
H -0.98839 1.95062 -0.72800
C 9.32104 4.96214 2.22671
O 8.65024 4.54698 4.74543
H 2.75529 5.33090 -3.63582
H -9.11703 -2.72882 0.07208
H -2.94382 4.58289 -3.14896
C -8.52060 -3.22744 0.83707
H -5.43799 2.98247 0.30086
C -0.39978 1.26381 3.15647
H -5.91441 2.94792 -1.41796
F -1.59257 -4.83632 -2.18267
C -5.38291 3.50941 -0.64948
C 5.64864 4.80725 4.48630
H 6.25279 4.21418 3.80658
H 2.57525 4.60341 6.45052
H 9.20944 3.89038 2.06332
C -3.91305 4.44872 -2.67557
H 3.55965 -6.29447 1.30420
H -1.59165 2.00783 1.56230
C -3.22290 -3.87930 -0.65505
H -3.19500 -1.09467 6.13386
H -10.70154 -1.79688 -4.52433
H 8.47349 -5.55736 4.65427
H -5.87069 5.56467 -7.85991
H 1.41160 1.79706 -1.65607
S 1.78084 -4.33810 -5.23925
H -4.04867 -3.75334 1.31695
O 2.36991 -3.01418 -5.56717
H -1.18164 1.46150 3.89407
H 1.46141 -7.55304 2.03753
C 0.42739 2.05517 0.84658
H -7.89094 -0.76433 2.10764
H 1.15155 -3.45128 3.14056
H -8.06817 -3.80242 -2.63257
H -8.98060 -3.11842 1.81953
S -4.17531 4.65359 -6.48758
H 2.48163 -5.40402 -7.23345
H 11.53873 4.28228 5.04655
*
```

---

Record 3
# C33H83N5O11

A 6-piece molecular cluster, C33H83N5O11 overall at a distorted geometry (wB97M-V/def2-TZVPD, the OMol25 dataset).

Calculated values
Calculated total energy   -65530.9919 eV
Kohn-Sham gap   8.69 eV
HOMO level   -8.10 eV
Structure (SMILES)   COCCNCCOC.COCCNCCOC.COCCNCCOC.COCCNCCOC.COCCNCCOC.CC(C)O
Energy above the lowest of the compared OMol25 structures with the same formula, charge and spin   41.5 kcal/mol

Structure (ORCA input):
```
! wB97M-V def2-TZVPD RIJCOSX def2/J DEFGRID3
* xyz 0 1
H 2.53550 3.23944 0.63273
C -1.00401 1.39829 -0.63087
O -1.63058 4.86386 0.27271
H 4.70815 -0.84115 1.84841
H 0.83653 -3.64941 -3.22470
C -3.07967 2.21195 3.62672
H -0.87760 2.44670 -5.18278
C 0.83153 -2.59350 0.05586
H -2.65942 -0.01947 -0.74359
C -2.54453 4.39636 2.49479
H 2.39219 3.98275 2.20249
H -1.57749 3.11997 0.14010
H -1.46528 -0.51603 0.41278
O 3.50493 2.19150 2.22121
H 6.63641 -0.25282 6.37633
C 5.66722 0.00576 5.94982
C 2.36045 -2.90876 -0.04772
H -6.45350 -0.66213 0.94368
O -1.55182 2.20599 0.43264
H 0.94013 1.10873 -1.54783
H 0.90498 2.47415 -0.42890
N 4.57218 0.27328 3.74063
H 6.12914 0.75482 -3.56774
C 3.55213 0.87663 1.65320
H 6.44688 0.71547 -1.83629
O -2.05023 -0.17360 3.76845
H 7.26859 -0.45487 -2.92399
C -5.41528 -0.92149 -1.59009
H 4.95982 2.52524 7.99380
H 4.12472 -2.10847 -0.26270
H -1.59040 1.48999 5.07418
H -4.79159 -1.41048 -0.84177
O 2.36507 2.40091 -3.94057
C -5.08999 -5.34902 -1.26549
H -1.58629 6.27297 1.78537
C -2.37387 1.06780 4.44488
C 2.45920 3.01911 1.69750
H 0.01597 6.18379 -0.17195
H 1.51672 2.56956 2.01016
C -4.49171 -7.16050 0.27344
H 4.15092 1.08671 4.16602
H -3.19513 0.81807 5.11664
H -1.30811 1.77913 -1.60584
H -0.52828 -3.97329 -4.38926
N -2.07571 3.08131 2.96492
C -0.15282 -3.35440 -3.57434
H -6.02780 -5.33050 -0.71026
C 0.07457 2.02777 -4.85725
H 3.20463 4.20949 -3.45273
O -6.77217 -1.01498 -1.12802
H 2.58819 -3.22894 0.96900
C -1.13772 -3.69005 0.98408
C -0.77418 5.58668 -0.62718
H -4.12358 -3.28880 -0.89138
H 5.66907 0.61949 1.93854
C 3.98220 -0.38035 -2.32320
H 0.62954 1.77487 -5.76067
O 5.26475 1.24337 6.43546
H -0.81925 -3.39431 -2.71273
C -1.05226 -0.04205 -4.98915
H 2.60444 0.40835 1.91911
H 6.14921 1.18354 8.25797
H -5.01179 -7.83942 -0.40235
N -5.57016 -3.31374 -2.52107
H 1.97816 -1.12259 -1.91056
C -4.56261 -3.88191 -1.69359
H -8.07829 -0.32145 0.31325
O -0.03671 -2.06969 -4.19517
C -7.01247 -0.28286 0.08822
C 6.34868 0.09588 -2.72768
H 3.68994 0.81095 0.57395
H -1.95541 -1.98076 -5.01600
C 5.87237 0.08805 4.39809
H -1.81713 -3.77164 0.13564
C 5.17794 1.46669 7.85234
H -0.63752 -0.12765 -5.99353
H -0.54992 -1.19415 2.87106
H -3.52148 4.19008 2.05764
C -1.52388 5.19569 1.63143
H 0.61157 -1.76905 0.73410
C -1.29324 -1.41169 -4.36347
H -1.33967 -2.79890 1.57836
N -0.21183 0.79530 -4.13318
H -1.10519 -0.73324 -1.22689
H 3.09717 -2.39086 -2.34181
H -1.33154 -4.61202 1.53226
H -5.04096 0.08883 -1.75516
O -4.05156 -6.00449 -0.51067
H 0.33558 -2.29537 -0.86786
H -1.97987 0.50541 -5.15630
C 1.07327 2.91950 -4.10537
H -1.31853 6.27429 -1.27447
C -5.32570 -1.84589 -2.79223
H -1.82648 2.60859 2.10788
H 3.91508 0.41417 -1.58000
C 0.53603 1.46276 -0.59943
H -2.72942 5.03834 3.35605
H 4.17047 2.73310 -3.23997
C -0.71164 -0.17589 3.22475
C 3.01698 -1.43906 -1.81670
C 4.72998 0.16834 2.25898
H 1.12805 3.87390 -4.62901
H 5.00257 -0.84167 6.11774
C 3.17995 3.17189 -3.11974
H -5.22325 -5.93237 -2.17656
H 2.53601 -3.69484 -0.78212
H -1.86685 -1.37215 -3.43746
H -6.54230 -3.49924 -2.31949
N 3.18692 -1.74709 -0.36286
H 2.81879 3.04632 -2.09901
H -5.04651 -6.85026 1.15891
H 0.60386 3.07477 -3.13395
H 3.64061 0.05599 -3.26182
H -0.51252 0.49991 2.39305
H -4.34488 -1.79007 -3.26443
H -0.33129 4.87229 -1.32114
C -1.58629 -0.02468 -0.55264
O 0.25086 -3.73962 0.59259
H -3.82892 1.91090 2.89453
H -0.53433 4.88246 1.96426
H -6.74911 0.77304 0.02638
H 6.44943 1.00916 4.31649
H -5.96170 -1.48082 -3.59866
H 0.83593 0.79061 0.20454
H 6.39852 -0.75882 3.95757
H 0.59231 0.22309 -3.91863
H 4.38585 0.84661 8.27209
H -3.55162 2.91388 4.31422
O 5.34391 -0.91052 -2.47338
H -3.66012 -3.99650 -2.29400
H 0.09023 -0.00649 3.94338
H -3.56003 -7.66774 0.52401
*
```

---

> Which value of Kohn-Sham gap does entry 2 give?

7.61 eV

---

> Which of these has the lowest Kohn-Sham gap?

C33H83B3FN2O13PS10

---

> Number 1 is which compound?

C33H82BN4NaO3